ORCA calculation (the ωB97M-V functional and the def2-TZVPD basis) on a single C21H21NO4 molecule.

The geometry in XYZ format:
```
47
Properties=species:S:1:pos:R:3
C 2.06 2.37 5.36
C 1.17 1.53 4.50
C 0.72 0.29 4.94
C -0.09 -0.49 4.13
C -0.46 -0.04 2.87
C -0.01 1.19 2.41
C -0.39 1.68 1.04
C 0.83 1.90 0.13
C 0.44 2.24 -1.31
C 1.09 1.18 -2.17
O 1.04 1.07 -3.37
N 1.78 0.33 -1.34
C 2.49 -0.83 -1.84
C 1.74 -2.13 -1.48
C 0.29 -1.98 -1.82
C -0.16 -2.16 -3.12
C -1.48 -1.92 -3.48
C -2.33 -1.49 -2.49
C -1.89 -1.30 -1.19
C -0.59 -1.55 -0.82
O -2.93 -0.85 -0.41
C -4.05 -0.78 -1.27
O -3.66 -1.16 -2.57
C 1.68 0.64 0.00
O 2.21 0.02 0.88
C 0.79 1.97 3.24
H 1.88 3.43 5.19
H 1.89 2.15 6.42
H 3.10 2.16 5.13
H 1.00 -0.07 5.92
H -0.45 -1.45 4.48
H -1.10 -0.64 2.25
H -0.92 2.63 1.13
H -1.07 0.96 0.57
H 1.46 2.67 0.57
H 0.80 3.23 -1.63
H -0.63 2.22 -1.47
H 3.49 -0.84 -1.40
H 2.55 -0.71 -2.92
H 2.20 -2.95 -2.03
H 1.86 -2.31 -0.41
H 0.53 -2.49 -3.88
H -1.83 -2.06 -4.49
H -0.25 -1.42 0.19
H -4.44 0.25 -1.28
H -4.83 -1.46 -0.90
H 1.13 2.93 2.90
```

Properties
energy above the lowest of the compared OMol25 structures with the same formula, charge and spin = 1.3 kJ/mol
net charge = 0
frontier orbital gap = 8.87 eV
DFT total energy = -1168.5930 Ha


ORCA calculation (the ωB97M-V functional and the def2-TZVPD basis) on 2 unconnected molecules or ions with the total composition C42H39BF6N2O.

The geometry in XYZ format:
```
91
Properties=species:S:1:pos:R:3
F 1.72 1.22 -5.17
C 3.02 1.13 -4.73
C 3.89 2.15 -5.14
C 5.22 2.13 -4.71
C 5.63 1.12 -3.83
C 4.72 0.15 -3.44
F 5.15 -0.79 -2.54
C 3.41 0.05 -3.93
B 2.51 -1.22 -3.54
C 1.05 -1.30 -4.27
C -0.16 -1.19 -3.60
F -0.12 -1.06 -2.23
C -1.41 -1.29 -4.21
C -1.48 -1.60 -5.57
C -0.29 -1.80 -6.28
C 0.92 -1.61 -5.63
F 2.06 -1.72 -6.38
C 3.24 -2.65 -3.86
C 2.73 -3.85 -3.34
F 1.63 -3.79 -2.52
C 3.23 -5.11 -3.65
C 4.29 -5.23 -4.54
C 4.83 -4.08 -5.10
C 4.30 -2.84 -4.76
F 4.82 -1.78 -5.45
H 2.32 -1.09 -2.32
H 3.51 2.92 -5.81
H 5.93 2.87 -5.07
H 6.66 1.06 -3.48
H -2.32 -1.14 -3.63
H -2.44 -1.70 -6.08
H -0.28 -2.09 -7.32
H 2.76 -5.99 -3.22
H 4.70 -6.21 -4.82
H 5.64 -4.10 -5.83
C -5.13 2.08 2.82
N -4.20 0.99 3.04
C -4.56 -0.30 2.74
O -5.69 -0.66 2.41
C -3.32 -1.17 2.83
C -3.03 -1.93 1.54
C -3.12 -1.01 0.34
C -4.35 -0.76 -0.27
C -4.48 0.22 -1.25
C -3.35 0.96 -1.63
C -2.11 0.67 -1.08
C -1.98 -0.37 -0.15
N -2.28 -0.18 3.14
C -0.98 -0.38 2.84
C -0.06 0.62 2.52
C 1.26 0.34 2.13
C 2.34 1.18 2.65
C 3.43 0.62 3.37
C 4.21 1.42 4.21
C 4.02 2.82 4.24
C 3.02 3.40 3.44
C 2.19 2.59 2.66
C -2.83 1.15 3.46
C -2.68 1.63 4.96
C -3.60 0.81 5.87
C -3.06 3.11 5.05
C -1.24 1.47 5.43
H -5.68 1.92 1.88
H -5.85 2.14 3.66
H -4.55 3.01 2.74
H -3.46 -1.85 3.68
H -2.05 -2.42 1.59
H -3.81 -2.71 1.45
H -5.23 -1.31 0.08
H -5.45 0.41 -1.70
H -3.45 1.74 -2.39
H -1.22 1.24 -1.39
H -1.00 -0.65 0.23
H -0.66 -1.43 2.82
H -0.37 1.67 2.62
H 1.49 -0.63 1.68
H 3.57 -0.47 3.35
H 4.96 0.97 4.86
H 4.64 3.45 4.88
H 2.88 4.47 3.45
H 1.38 3.03 2.08
H -2.36 1.92 2.82
H -3.25 -0.23 5.95
H -3.58 1.25 6.88
H -4.64 0.81 5.52
H -2.52 3.70 4.29
H -4.14 3.27 4.93
H -2.78 3.50 6.04
H -0.54 1.98 4.77
H -1.15 1.91 6.44
H -0.96 0.41 5.50
```

Properties
energy above the lowest of the compared OMol25 structures with the same formula, charge and spin = 16.5 kJ/mol
net charge = 0
frontier orbital gap = 3.55 eV
DFT total energy = -2432.5623 Ha


ORCA calculation (the ωB97M-V functional and the def2-TZVPD basis) on 8 unconnected molecules or ions with the total composition ClH14O7.

The geometry in XYZ format:
```
22
Properties=species:S:1:pos:R:3
Cl -0.07 0.27 -0.02
O -2.33 -1.04 1.93
H -2.01 -1.17 2.83
H -1.61 -0.56 1.49
O 2.98 1.46 -0.28
H 3.33 0.89 -0.97
H 2.13 1.06 -0.05
O -0.24 -3.39 0.06
H -0.67 -2.57 -0.23
H -0.41 -3.41 1.00
O 0.96 0.42 -3.11
H 1.12 1.34 -2.87
H 0.58 0.05 -2.29
O 1.96 -1.38 2.34
H 1.32 -0.85 1.84
H 2.29 -2.00 1.68
O -1.36 3.02 1.23
H -1.29 2.34 0.54
H -0.53 2.94 1.69
O -2.45 0.84 -2.25
H -1.79 0.55 -1.60
H -1.92 1.22 -2.96
```

Properties
energy above the lowest of the compared OMol25 structures with the same formula, charge and spin = 7.3 kJ/mol
net charge = -1
frontier orbital gap = 10.29 eV
DFT total energy = -995.4092 Ha


ORCA calculation (the ωB97M-V functional and the def2-TZVPD basis) on 4 unconnected molecules or ions with the total composition C6H5N2O5S.

The geometry in XYZ format:
```
19
Properties=species:S:1:pos:R:3
C -2.01 0.82 0.77
C -1.28 -0.07 1.66
C 0.97 -1.44 -0.47
C 1.91 -2.09 -0.11
C 0.90 -4.77 -3.27
C 1.44 4.47 0.86
N -0.38 2.17 1.75
N -1.45 2.15 1.12
O 0.47 -5.68 -2.71
O 1.37 -3.93 -3.86
O 2.16 4.49 1.77
O 0.88 4.61 -0.11
O -1.94 0.62 -0.67
S 0.13 0.68 2.24
H -3.03 0.91 1.04
H -1.21 -1.10 1.40
H 0.27 -0.58 -0.54
H 2.62 -2.69 0.22
H -1.83 1.43 -1.07
```

Properties
energy above the lowest of the compared OMol25 structures with the same formula, charge and spin = 94.4 kJ/mol
net charge = -1
frontier orbital gap (alpha / beta) = 4.48 / 4.49 eV
DFT total energy = -1115.4571 Ha


ORCA calculation (the ωB97M-V functional and the def2-TZVPD basis) on a gas-phase ion, C5H10N (charge +1).

The geometry in XYZ format:
```
16
Properties=species:S:1:pos:R:3
C 2.18 -1.27 1.05
N 1.41 -0.48 0.28
C 0.03 -0.06 0.47
C -0.79 -0.61 1.37
C -0.35 0.99 -0.50
C -1.35 0.78 -1.66
H 3.31 -1.48 0.97
H 1.89 -1.46 2.01
H 1.79 -0.10 -0.65
H -1.83 -0.27 1.42
H -0.68 -1.39 2.05
H 0.54 1.49 -1.04
H -0.92 1.77 0.12
H -1.38 -0.20 -2.09
H -2.50 0.83 -1.37
H -1.37 1.46 -2.43
```

Properties
energy above the lowest of the compared OMol25 structures with the same formula, charge and spin = 241.1 kJ/mol
net charge = +1
frontier orbital gap = 8.32 eV
DFT total energy = -250.9135 Ha


ORCA calculation (the ωB97M-V functional and the def2-TZVPD basis) on a molecular structure, C21H28CrN5O3.

The geometry in XYZ format:
```
58
Properties=species:S:1:pos:R:3
Cr -0.33 1.21 0.35
C 0.15 -3.56 -1.84
N -0.61 -2.33 -1.66
C -1.92 -2.32 -2.31
C -0.22 -1.32 -0.92
O -0.94 -0.30 -0.75
C 1.12 -1.35 -0.21
O 1.41 -0.04 0.33
C 2.50 0.66 -0.28
C 1.95 1.67 -1.28
O 0.73 1.95 -1.19
N 2.74 2.22 -2.17
C 2.21 3.18 -3.15
C 4.17 1.94 -2.28
H 0.31 -3.74 -2.90
H 1.12 -3.52 -1.33
H -0.41 -4.39 -1.42
H -1.79 -2.42 -3.38
H -2.51 -3.16 -1.94
H -2.44 -1.39 -2.09
H 1.07 -2.05 0.63
H 1.93 -1.65 -0.88
H 3.03 1.18 0.51
H 3.19 -0.05 -0.74
H 1.13 3.20 -3.11
H 2.60 4.17 -2.93
H 2.54 2.88 -4.14
H 4.57 1.51 -1.37
H 4.37 1.27 -3.12
H 4.69 2.88 -2.45
C -0.88 -0.17 3.13
N -1.35 0.67 2.02
C -2.53 1.22 2.06
C -2.89 2.08 1.01
C -4.02 2.82 0.67
C -3.73 3.46 -0.53
C -2.43 3.10 -0.89
N -1.91 2.27 0.03
C -0.56 -1.58 2.70
C -1.46 -2.29 1.91
C -1.18 -3.61 1.55
C -0.01 -4.21 1.97
C 0.89 -3.51 2.76
C 0.61 -2.19 3.12
H -1.65 -0.17 3.91
H 0.01 0.29 3.56
H -3.20 1.03 2.89
H -4.94 2.87 1.24
H -4.38 4.12 -1.08
H -1.87 3.40 -1.76
H -2.38 -1.83 1.58
H -1.90 -4.17 0.97
H 0.20 -5.24 1.71
H 1.79 -3.98 3.12
H 1.30 -1.65 3.76
N 0.72 3.69 2.22
C 0.45 2.79 1.57
H 0.93 4.48 2.82
```

Properties
energy above the lowest of the compared OMol25 structures with the same formula, charge and spin = 0.0 kJ/mol
<S²> = 3.7786
net charge = +2
2S+1 = 4
frontier orbital gap (alpha / beta) = 7.83 / 7.30 eV
DFT total energy = -2360.5445 Ha


ORCA calculation (the ωB97M-V functional and the def2-TZVPD basis) on 12 unconnected molecules or ions with the total composition C4H34N2O13.

The geometry in XYZ format:
```
53
Properties=species:S:1:pos:R:3
N -1.16 1.92 -0.77
C 0.05 1.08 -1.10
C -0.50 -0.42 -1.09
C -1.07 -0.87 0.24
O -1.85 0.02 0.97
N 0.77 -1.27 -1.25
C 0.62 -2.50 -1.94
O -0.10 -3.44 -1.16
H -1.54 2.34 -1.67
H -0.93 2.80 -0.17
H 0.97 1.29 -0.45
H 0.35 1.35 -2.17
H -1.21 -0.72 -1.96
H -0.17 -1.07 0.86
H -1.62 -1.81 0.29
H -1.94 0.93 0.51
H 1.24 -1.34 -0.27
H 1.61 -2.98 -2.13
H 0.24 -2.41 -2.95
H -1.08 -3.37 -1.08
O 0.41 3.83 -0.77
H 1.33 3.56 -0.42
H 0.19 4.62 -0.40
O 0.92 -3.41 2.31
H 1.64 -3.04 2.60
H 0.88 -3.40 1.39
O -4.48 -1.77 -1.61
H -3.94 -1.09 -1.21
H -4.51 -1.39 -2.59
O -1.53 -0.68 -3.66
H -2.40 -0.21 -3.85
H -0.80 -0.18 -4.20
O 2.83 3.25 0.75
H 2.84 2.59 1.57
H 3.33 3.15 -0.02
O 1.75 -0.32 1.98
H 1.68 -0.76 2.82
H 1.68 0.61 2.04
O -1.09 2.21 2.73
H -1.58 1.52 3.21
H -1.18 1.92 1.84
O 3.26 -1.17 -2.32
H 2.38 -0.79 -2.11
H 3.94 -0.75 -1.90
O -4.92 -0.51 1.27
H -5.07 -1.38 0.89
H -3.92 -0.52 1.11
O 1.36 2.58 3.45
H 1.52 3.23 4.04
H 0.36 2.64 3.13
O 4.18 0.22 1.00
H 4.37 0.19 0.04
H 3.45 -0.30 1.30
```

Properties
energy above the lowest of the compared OMol25 structures with the same formula, charge and spin = 712.3 kJ/mol
net charge = 0
frontier orbital gap = 8.94 eV
DFT total energy = -1260.2666 Ha


ORCA calculation (the ωB97M-V functional and the def2-TZVPD basis) on 2 unconnected molecules or ions with the total composition C5H12O2.

The geometry in XYZ format:
```
19
Properties=species:S:1:pos:R:3
C -1.60 0.17 0.42
C -1.11 0.26 -1.04
C 0.21 0.99 -1.24
C 1.12 1.39 -0.34
C 1.43 0.88 1.04
O 0.99 1.73 2.07
H -0.78 -0.10 1.06
H -2.43 -0.52 0.53
H -1.90 1.16 0.77
H -1.83 0.76 -1.66
H -0.86 -0.77 -1.28
H 0.52 0.94 -2.28
H 1.73 2.23 -0.65
H 2.53 0.82 0.97
H 1.15 -0.17 1.14
H 1.22 1.34 2.92
O 0.01 -3.59 -1.15
H -0.61 -3.12 -0.58
H 0.21 -4.40 -0.67
```

Properties
energy above the lowest of the compared OMol25 structures with the same formula, charge and spin = 241.5 kJ/mol
net charge = 0
frontier orbital gap = 9.57 eV
DFT total energy = -348.1128 Ha


ORCA calculation (the ωB97M-V functional and the def2-TZVPD basis) on a single C6H7NO2 molecule.

The geometry in XYZ format:
```
16
Properties=species:S:1:pos:R:3
C 1.01 2.21 1.77
C 0.07 1.27 1.04
O -1.19 1.30 1.21
N 0.65 0.29 0.28
C -0.03 -0.54 -0.39
C -0.04 -1.96 -0.43
C -0.97 -2.39 -1.41
C -1.31 -1.27 -2.08
O -0.79 -0.16 -1.44
H 0.49 2.97 2.24
H 1.51 1.76 2.37
H 1.52 2.96 1.18
H 1.86 0.35 0.29
H 0.46 -2.53 0.12
H -1.14 -3.30 -1.81
H -2.08 -0.98 -2.94
```

Properties
energy above the lowest of the compared OMol25 structures with the same formula, charge and spin = 368.7 kJ/mol
net charge = 0
frontier orbital gap = 8.72 eV
DFT total energy = -437.9274 Ha


ORCA calculation (the ωB97M-V functional and the def2-TZVPD basis) on 3 unconnected molecules or ions with the total composition C4H12NO4.

The geometry in XYZ format:
```
21
Properties=species:S:1:pos:R:3
C 0.67 1.19 1.93
C 0.26 -0.76 -3.30
C 0.18 0.74 0.62
C 1.42 -1.34 -2.48
N 0.08 -0.49 0.32
O -0.87 -0.72 -2.38
O -1.69 -0.14 3.20
O 2.54 -0.80 -2.98
O 1.29 -2.02 -1.49
H -0.23 1.44 2.59
H 1.24 2.05 1.67
H 1.19 0.50 2.60
H 0.12 -1.34 -4.20
H 0.47 0.27 -3.73
H -0.13 1.43 -0.19
H -0.32 -0.81 -0.63
H 0.64 -1.20 0.95
H -1.59 -0.54 -2.99
H -2.49 0.00 2.66
H 3.38 -1.09 -2.41
H -1.89 -0.74 3.92
```

Properties
energy above the lowest of the compared OMol25 structures with the same formula, charge and spin = 73.0 kJ/mol
net charge = +1
frontier orbital gap = 10.93 eV
DFT total energy = -515.0684 Ha


ORCA calculation (the ωB97M-V functional and the def2-TZVPD basis) on a gas-phase ion, C6H11BrNO (charge +1).

The geometry in XYZ format:
```
20
Properties=species:S:1:pos:R:3
C -1.41 0.84 -1.57
C -0.05 1.29 -0.94
C -1.58 0.60 -2.89
C 0.29 0.82 0.49
C -0.71 -1.37 0.01
C 0.64 -1.03 2.17
N 0.44 -0.73 0.71
O -2.34 0.73 -0.70
Br -2.42 -1.01 0.72
H 0.60 0.96 -1.77
H -0.06 2.29 -0.83
H -2.59 0.24 -3.06
H -0.73 0.87 -3.46
H 1.15 1.23 0.95
H -0.59 1.26 1.15
H -0.38 -2.25 -0.42
H -0.24 -0.52 2.69
H 0.85 -2.17 2.33
H 1.52 -0.60 2.38
H 1.11 -1.08 0.04
```

Properties
energy above the lowest of the compared OMol25 structures with the same formula, charge and spin = 270.9 kJ/mol
net charge = +1
frontier orbital gap (alpha / beta) = 7.69 / 7.66 eV
DFT total energy = -2938.7500 Ha


ORCA calculation (the ωB97M-V functional and the def2-TZVPD basis) on 5 unconnected molecules or ions with the total composition CH10O5.

The geometry in XYZ format:
```
16
Properties=species:S:1:pos:R:3
C 1.58 1.89 1.04
O 0.70 2.49 0.38
H 1.92 2.50 1.90
H 1.92 0.91 0.90
O -0.49 0.69 -1.21
H -0.54 1.58 -0.94
H 0.34 0.54 -1.79
O -2.44 -0.57 -0.44
H -3.05 -0.27 0.21
H -2.24 0.24 -0.83
O 0.74 -1.02 1.99
H 0.82 -1.92 2.17
H 0.30 -0.80 1.19
O 0.53 -2.06 -1.42
H 0.23 -2.61 -2.11
H -0.30 -1.58 -1.04
```

Properties
energy above the lowest of the compared OMol25 structures with the same formula, charge and spin = 127.3 kJ/mol
net charge = 0
frontier orbital gap = 10.84 eV
DFT total energy = -420.2343 Ha


ORCA calculation (the ωB97M-V functional and the def2-TZVPD basis) on a single C4H4Cl2N2 molecule.

The geometry in XYZ format:
```
12
Properties=species:S:1:pos:R:3
N -0.85 -0.33 -1.87
N -0.17 -0.08 -0.70
C -0.04 -0.94 0.31
C 0.43 -0.38 1.44
Cl 0.76 -1.16 2.92
C 0.48 0.97 1.11
Cl 0.90 2.30 2.15
C 0.35 1.18 -0.22
H -1.71 -0.84 -1.72
H -0.26 -0.88 -2.77
H -0.18 -2.02 0.00
H 0.30 2.18 -0.66
```

Properties
energy above the lowest of the compared OMol25 structures with the same formula, charge and spin = 124.7 kJ/mol
net charge = 0
frontier orbital gap = 9.32 eV
DFT total energy = -1184.6307 Ha


ORCA calculation (the ωB97M-V functional and the def2-TZVPD basis) on a single C4H7ClOS molecule.

The geometry in XYZ format:
```
14
Properties=species:S:1:pos:R:3
C -0.19 0.54 1.29
C -0.34 -0.36 0.02
C -0.68 0.61 -1.07
Cl -1.73 -1.51 0.00
C 0.81 -1.48 0.01
O 0.67 -2.69 0.02
S 2.37 -0.73 -0.08
H -1.15 0.84 1.51
H 0.23 -0.03 2.21
H 0.50 1.46 1.14
H -1.66 1.04 -0.76
H 0.00 1.56 -1.22
H -0.46 0.26 -2.17
H 1.65 0.48 -0.89
```

Properties
energy above the lowest of the compared OMol25 structures with the same formula, charge and spin = 202.1 kJ/mol
net charge = 0
frontier orbital gap = 10.06 eV
DFT total energy = -1090.1490 Ha


ORCA calculation (the ωB97M-V functional and the def2-TZVPD basis) on a single C2H3NO2 molecule.

The geometry in XYZ format:
```
8
Properties=species:S:1:pos:R:3
C 1.09 -0.01 -0.01
C -0.37 0.15 -0.17
N -1.29 1.03 -0.15
O -2.30 0.13 -0.02
O -1.50 -1.04 0.09
H 1.32 -0.82 0.64
H 1.52 -0.36 -0.93
H 1.54 0.93 0.54
```

Properties
energy above the lowest of the compared OMol25 structures with the same formula, charge and spin = 597.0 kJ/mol
net charge = 0
frontier orbital gap = 10.99 eV
DFT total energy = -283.0306 Ha


ORCA calculation (the ωB97M-V functional and the def2-TZVPD basis) on a molecular structure, C21H23FeN6O2S4.

The geometry in XYZ format:
```
57
Properties=species:S:1:pos:R:3
Fe -1.04 0.01 1.40
O 0.20 0.16 -3.27
C -1.04 0.02 -3.77
C -1.23 0.10 -5.15
C -2.50 -0.01 -5.69
C -3.60 -0.20 -4.86
C -3.41 -0.30 -3.49
C -2.14 -0.19 -2.93
C -1.92 -0.31 -1.45
O -0.75 -0.11 -0.99
N -2.99 -0.65 -0.75
N -2.68 -0.68 0.58
C -3.58 -1.15 1.36
C -3.26 -1.15 2.78
C -4.09 -1.71 3.74
C -3.69 -1.69 5.06
C -2.46 -1.11 5.38
C -1.70 -0.57 4.36
N -2.08 -0.58 3.09
H 0.03 0.18 -2.26
H -0.36 0.26 -5.78
H -2.63 0.06 -6.76
H -4.59 -0.29 -5.28
H -4.24 -0.46 -2.82
H -4.52 -1.53 0.98
H -5.03 -2.16 3.44
H -4.31 -2.12 5.83
H -2.10 -1.09 6.40
H -0.74 -0.10 4.55
S 0.57 4.11 2.35
C -0.09 2.60 2.06
S -1.54 2.28 1.18
S 0.56 1.11 2.67
C 4.71 0.27 0.61
C 3.25 0.03 1.07
N 2.34 0.48 0.04
C 2.60 -0.19 -1.22
C 4.01 0.20 -1.74
N 4.65 1.05 -0.67
C 3.86 2.33 -0.47
C 2.41 1.92 -0.12
H 5.25 -0.65 0.38
H 5.30 0.86 1.32
H 3.03 0.59 1.98
H 3.07 -1.02 1.28
H 1.87 0.13 -1.95
H 2.50 -1.26 -1.08
H 3.97 0.80 -2.65
H 4.67 -0.65 -1.90
H 5.59 1.29 -0.96
H 3.95 2.90 -1.39
H 4.35 2.87 0.34
H 1.71 2.22 -0.91
H 2.09 2.41 0.80
S 0.25 -2.00 1.51
C -0.86 -3.23 1.79
N -1.63 -4.08 1.98
```

Properties
energy above the lowest of the compared OMol25 structures with the same formula, charge and spin = 0.0 kJ/mol
net charge = -1
frontier orbital gap (alpha / beta) = 5.20 / 5.16 eV
DFT total energy = -4149.5815 Ha